1.
{"formula": "C22H34AuN5O5P3S", "method": "ωB97M-V/def2-TZVPD", "elements": ["Au", "S", "P", "P", "P", "O", "O", "O", "O", "O", "N", "N", "N", "N", "N", "C", "C", "C", "C", "C", "C", "C", "C", "C", "C", "C", "C", "C", "C", "C", "C", "C", "C", "C", "C", "C", "C", "H", "H", "H", "H", "H", "H", "H", "H", "H", "H", "H", "H", "H", "H", "H", "H", "H", "H", "H", "H", "H", "H", "H", "H", "H", "H", "H", "H", "H", "H", "H", "H", "H", "H"], "coordinates": [[-0.7660, -0.1227, 0.1692], [0.2786, -3.1115, -0.0455], [-1.3257, 0.6466, -1.9024], [-3.2950, -0.6565, 0.4268], [2.5213, -1.3068, -0.7108], [1.3359, -2.2126, -1.1576], [1.0581, -4.2896, 0.1290], [0.2473, -2.2123, 1.1010], [0.7055, 4.5046, 4.7220], [-0.9298, -3.1650, -0.7999], [-0.9517, 4.6506, 3.1811], [4.8148, -1.3778, 0.6412], [-0.1576, 0.5765, 2.2805], [3.9493, 0.7744, -0.1129], [4.9360, -0.7613, -1.7370], [3.6475, -1.3285, -2.1317], [0.0257, 2.4842, 3.7094], [-0.0422, 3.9694, 3.9357], [-2.9144, -0.1412, -2.3371], [4.7376, 0.6322, -1.3404], [0.5823, 0.3147, 4.5343], [-4.4935, -0.8020, -4.0467], [-5.3179, -1.3502, -3.0765], [4.6249, 0.0348, 0.9585], [3.5124, -2.0473, 0.6174], [-0.2477, 0.4158, -3.3478], [-3.3022, -0.2026, -3.6755], [5.5426, -1.4999, -0.6237], [-3.7496, -0.6916, -1.3510], [-4.5625, 0.4614, 1.1268], [0.2525, -0.1977, 3.2882], [-4.9451, -1.2898, -1.7445], [2.5215, 0.4582, -0.2510], [-3.8325, -2.2874, 1.0400], [-0.2778, 1.8933, 2.4962], [0.4838, 1.6763, 4.7441], [-1.7163, 2.4239, -1.9489], [5.6018, 0.4945, 1.1089], [-4.9108, -2.4320, 0.9714], [0.7558, 2.1338, 5.6863], [-2.1888, 2.6880, -2.8960], [-0.5969, 2.4879, 1.6492], [3.2242, -0.7294, -2.9422], [0.7086, 0.8946, -3.1303], [-0.6518, 0.8686, -4.2527], [6.5475, -1.1069, -0.4704], [-2.6693, 0.2150, -4.4474], [-4.4179, 1.4762, 0.7556], [-5.5983, -1.7269, -0.9998], [-1.0606, 5.6282, 3.4018], [1.9990, 0.6287, 0.6895], [3.5865, -3.1226, 0.4424], [3.7321, -2.3574, -2.4866], [3.0117, -1.9042, 1.5768], [0.3174, -1.2548, 3.0727], [-6.2467, -1.8286, -3.3573], [-4.7735, -0.8460, -5.0906], [-1.7567, 4.1767, 2.8105], [-0.0828, -0.6494, -3.5098], [4.0503, 0.1294, 1.8811], [-0.8051, 3.0091, -1.8210], [4.2514, 1.1772, -2.1510], [5.6213, -2.5533, -0.8929], [-5.5673, 0.1301, 0.8600], [2.0577, 1.0772, -1.0194], [-3.3162, -3.0630, 0.4748], [-2.3996, 2.6623, -1.1340], [5.7123, 1.0838, -1.1560], [0.9165, -0.3512, 5.3171], [-3.5332, -2.3710, 2.0853], [-4.4688, 0.4728, 2.2133]], "e_above_lowest_ev": 0.592, "charge": 1, "homo_lumo_gap_ev": 8.0, "spin_multiplicity": 1, "lumo_energy_ev": -2.36, "homo_ev": -10.317}

2.
{"formula": "C22H34BF2N4O8S", "method": "ωB97M-V/def2-TZVPD", "elements": ["S", "F", "F", "O", "O", "O", "O", "O", "O", "O", "O", "N", "N", "N", "N", "C", "C", "C", "C", "C", "C", "C", "C", "C", "C", "C", "C", "C", "C", "C", "C", "C", "C", "C", "C", "C", "C", "B", "H", "H", "H", "H", "H", "H", "H", "H", "H", "H", "H", "H", "H", "H", "H", "H", "H", "H", "H", "H", "H", "H", "H", "H", "H", "H", "H", "H", "H", "H", "H", "H", "H", "H"], "coordinates": [[3.9810, 0.0888, 1.6189], [0.7690, -0.0364, 1.0213], [-3.0711, 1.1790, -0.0094], [-1.8060, -4.8011, 5.4852], [-2.2971, 1.9564, -3.5090], [4.6464, 3.9314, -3.1885], [-2.8313, -6.3711, 6.7123], [4.5951, 2.2300, -1.7309], [-0.6998, 1.7139, 0.7023], [2.0969, -1.9783, 2.8647], [0.4813, 1.1669, -1.2176], [3.5693, -3.0679, 4.5022], [-1.9404, 3.1043, -0.6854], [-2.0846, -3.3555, -0.9440], [4.2431, -2.0726, 3.7971], [0.3546, -3.2687, -2.0980], [-0.9708, 1.4367, -3.1414], [2.1716, -3.0066, 3.9139], [-2.0209, -1.8692, -1.0221], [-1.8102, -3.5923, 4.7035], [-0.9174, 0.7837, -1.6049], [3.0569, 5.3986, -4.3069], [4.2996, 4.5420, -4.4452], [-4.4478, 0.7566, -3.0135], [-0.9090, -4.0906, -1.4895], [3.4242, -1.3414, 2.7530], [-1.6931, 1.6045, -0.4176], [2.9131, 2.2028, -3.4086], [-3.1709, 0.9138, -4.0687], [0.5065, -1.6145, -2.1733], [2.7497, 1.4889, 2.0338], [1.9866, 2.0727, 0.6845], [-0.8606, -0.8646, -1.5656], [-2.8568, -5.2476, 6.2087], [-4.0091, -4.3227, 6.4642], [4.1252, 2.7706, -2.7327], [-1.4606, -2.3918, 5.5600], [0.6294, 1.2446, 0.2648], [3.1966, 6.1511, -3.5248], [2.1875, 4.8013, -4.0184], [2.0163, 2.5506, -2.8895], [-4.2123, -0.1927, -2.3686], [2.8311, 5.9055, -5.2485], [5.1461, 5.1810, -4.7212], [1.4325, -1.0436, -2.6022], [-1.1744, 3.5094, -1.2671], [2.8445, 2.4456, -4.4658], [1.3236, -3.7094, 4.3141], [-4.4908, 1.7507, -2.3788], [-2.7586, -3.4706, 4.1705], [-2.1986, -2.2346, 6.3516], [-3.6499, 1.2768, -5.0943], [-2.9902, -1.3095, -0.6004], [-4.9268, -4.9191, 6.5184], [-2.6183, -0.1240, -4.2169], [-5.4727, 0.6452, -3.5723], [-0.6037, 0.6634, -3.9394], [-4.1695, -3.5914, 5.6764], [4.2107, 3.7914, -5.2371], [-1.4084, -1.4856, 4.9511], [-3.8551, -3.8120, 7.4182], [1.2561, -3.9106, -2.5312], [-0.2290, 2.3448, -3.1318], [1.8098, 3.2426, 0.7248], [-0.9219, -5.2827, -1.4795], [2.0033, 1.1865, 2.8997], [3.3661, 2.4143, 2.4675], [2.9633, 1.1097, -3.3492], [-1.0399, -3.7200, 3.9345], [-2.8771, 3.1774, -1.1540], [-0.4956, -2.5424, 6.0534], [2.7631, 1.9075, -0.2066]], "charge": -1, "homo_lumo_gap_ev": 8.2, "spin_multiplicity": 1, "lumo_energy_ev": 2.26, "homo_ev": -5.961}

3.
{"formula": "C22H34Cl3N5O2S2SiTi", "method": "ωB97M-V/def2-TZVPD", "elements": ["Ti", "Cl", "Cl", "Cl", "S", "S", "Si", "O", "O", "N", "N", "N", "N", "N", "C", "C", "C", "C", "C", "C", "C", "C", "C", "C", "C", "C", "C", "C", "C", "C", "C", "C", "C", "C", "C", "C", "H", "H", "H", "H", "H", "H", "H", "H", "H", "H", "H", "H", "H", "H", "H", "H", "H", "H", "H", "H", "H", "H", "H", "H", "H", "H", "H", "H", "H", "H", "H", "H", "H", "H"], "coordinates": [[0.7063, -0.3978, -0.1169], [3.1435, -3.8088, -2.3409], [3.9192, -3.9543, 0.9071], [1.2162, -5.4134, -0.2357], [0.8898, -0.8993, 2.3766], [-1.1880, -2.2411, -0.1320], [2.2128, -3.4206, -0.3497], [2.3182, -0.2901, -1.3363], [2.9159, 1.6228, -2.3266], [-1.6085, -4.4617, -1.4864], [-1.6922, -0.1757, 2.2472], [3.9622, -0.4370, 1.0864], [-0.1120, -3.0288, -2.4535], [-0.2493, 1.1036, -0.1655], [-0.9520, -3.2887, -1.4209], [-3.0516, -0.2383, 2.5201], [-0.7830, -1.0188, 2.8864], [3.1631, 0.6350, -1.6481], [-0.2921, 3.5217, 0.1586], [-2.0639, 3.7726, -1.9701], [-2.3230, -4.9933, -0.3408], [-3.5171, -1.0640, 3.4970], [2.0734, 2.9757, 0.9780], [-1.6856, 4.9089, -1.2757], [-0.9825, 0.5787, -3.1907], [0.1437, 2.8548, 2.5841], [-1.5953, 2.5086, -1.6376], [-0.7981, 4.7578, -0.2221], [-3.0355, 0.4394, -1.6907], [4.5988, 0.3990, -1.1646], [4.7741, -0.6784, -0.1015], [-2.6288, -1.8854, 4.2224], [-0.6931, 2.3385, -0.5418], [-2.0952, 1.3520, -2.4806], [0.6871, 3.5255, 1.3222], [-1.2478, -1.8531, 3.8626], [-0.4733, 5.6372, 0.3276], [4.9869, 1.3698, -0.8463], [0.4606, -2.2015, -2.3529], [0.8258, 3.0242, 3.4236], [-3.3538, -0.4166, -2.2950], [-2.5366, 0.0532, -0.8062], [-1.2411, -5.1333, -2.1378], [0.0700, 1.7777, 2.4431], [-1.6523, -5.1299, 0.5104], [5.8459, -0.7890, 0.1240], [2.0850, 1.8878, 1.0094], [4.4590, -1.6290, -0.5304], [2.4012, 3.2922, -0.0132], [-2.7563, -5.9515, -0.6279], [4.3485, 0.2783, 1.6887], [-2.6955, 1.8108, -3.2760], [-0.5319, -2.5081, 4.3406], [-2.0652, 5.8859, -1.5530], [-2.9890, -2.5576, 4.9898], [-2.7490, 3.8633, -2.8093], [-1.3501, 0.3644, 1.4535], [-0.3872, -0.0069, -2.4913], [0.3906, -3.8025, -2.8643], [3.8403, -1.2838, 1.6286], [-3.1181, -4.3114, -0.0470], [5.1738, 0.1027, -2.0483], [-3.9257, 0.9922, -1.3769], [-3.6839, 0.3961, 1.9156], [0.8225, 4.5882, 1.5590], [2.7996, 3.3271, 1.7212], [-1.4121, -0.1042, -3.9308], [-0.2957, 1.2616, -3.6936], [-0.8392, 3.2525, 2.8516], [-4.5832, -1.0858, 3.6935]], "e_above_lowest_ev": 0.769, "charge": -2, "homo_lumo_gap_ev": [4.2, 6.3], "spin_multiplicity": 3, "lumo_energy_ev": [4.47, 4.47], "homo_ev": [0.302, -1.808]}

4.
{"formula": "C22H34ClIN3O9P", "method": "ωB97M-V/def2-TZVPD", "elements": ["I", "Cl", "P", "O", "O", "O", "O", "O", "O", "O", "O", "O", "N", "N", "N", "C", "C", "C", "C", "C", "C", "C", "C", "C", "C", "C", "C", "C", "C", "C", "C", "C", "C", "C", "C", "C", "C", "H", "H", "H", "H", "H", "H", "H", "H", "H", "H", "H", "H", "H", "H", "H", "H", "H", "H", "H", "H", "H", "H", "H", "H", "H", "H", "H", "H", "H", "H", "H", "H", "H", "H"], "coordinates": [[0.4478, -1.5682, -6.1197], [-3.6159, 6.4410, -3.0916], [-3.0300, -1.8855, -4.3580], [0.2998, -2.1165, -1.6085], [-0.2566, 2.0458, 4.9750], [1.5382, 4.3873, -3.4789], [1.3826, 0.6281, 0.9903], [-3.2355, 3.5867, -1.1769], [-2.9243, -2.5279, -5.8314], [2.4576, 0.7835, -3.6774], [1.2978, -4.2500, 2.2680], [1.6287, 1.6638, -5.4234], [2.1550, 2.6096, 3.2903], [2.6138, 1.6967, -4.5079], [-1.0883, -3.9997, 0.4747], [0.2356, 4.1608, -3.6880], [2.6207, 2.5862, 1.8996], [0.3020, 1.4405, -4.7707], [-2.0021, -0.2548, -4.1911], [-0.3207, -3.3719, -1.8927], [1.6483, 2.0244, 0.8431], [-1.4599, -3.7360, -0.9195], [0.4178, 3.3112, 4.9098], [-2.5638, 3.6987, -2.3274], [0.3721, 1.1300, 5.8607], [-2.6832, 0.9634, -3.3089], [0.3165, 0.3232, 1.8792], [0.3148, -5.2763, 2.0668], [-0.2542, -5.1951, 0.6419], [-0.9041, 5.3857, -3.7182], [-0.5346, 0.0044, -4.8948], [1.3621, -2.1858, -0.6671], [-0.4242, 2.6361, -3.8855], [0.8920, -3.2753, 3.2186], [1.0249, 3.5183, 3.5137], [-2.2581, 5.1690, -3.0658], [-1.9108, 2.3997, -3.1557], [1.3490, 0.8293, 5.4754], [-0.1468, -0.6098, 1.5463], [0.7065, 0.1491, 2.8845], [-0.8574, -6.0872, 0.4427], [0.2346, 3.3485, 2.7765], [1.8942, -3.1397, -0.7032], [0.5891, -5.1844, -0.0550], [-2.1669, -2.8977, -0.8998], [0.7183, 2.5991, 0.7744], [1.3699, 4.5535, 3.4200], [3.5270, 1.9687, 1.8853], [0.0514, -2.6910, 2.8374], [0.4767, 1.5641, 6.8591], [-0.3422, 4.0808, 5.0769], [-0.4522, 1.0999, 1.8955], [-4.4592, -1.5983, -4.1829], [1.7315, -2.5963, 3.3885], [1.1743, 3.4178, 5.6972], [2.9272, 3.5982, 1.6075], [-0.2570, 0.2391, 5.9310], [-0.7367, 6.4133, -4.2601], [-0.5816, -3.1911, 0.8279], [0.4247, -4.1686, -1.9903], [-2.5589, -2.7691, -3.3183], [0.6250, -3.7463, 4.1689], [1.8763, 1.6658, 3.5490], [-2.0099, -4.5997, -1.3130], [0.8327, -6.2336, 2.1811], [2.1375, 2.1298, -0.1321], [-0.4817, -5.2397, 2.8205], [-3.7426, 0.7892, -2.8182], [2.0736, -1.3882, -0.8989], [0.9823, -1.9969, 0.3394], [-0.7703, -3.2599, -2.8861]], "smiles": "O=NOc1c(I)c([PH2]=O)cc2c1C(=O)C=C(Cl)C2=O.COCCNCCOC.COCCNCCOC", "charge": 0, "homo_lumo_gap_ev": 6.3, "spin_multiplicity": 1, "lumo_energy_ev": -2.39, "homo_ev": -8.697}

5.
{"formula": "C22H34F2N4O6", "method": "ωB97M-V/def2-TZVPD", "elements": ["F", "F", "O", "O", "O", "O", "O", "O", "N", "N", "N", "N", "C", "C", "C", "C", "C", "C", "C", "C", "C", "C", "C", "C", "C", "C", "C", "C", "C", "C", "C", "C", "C", "C", "H", "H", "H", "H", "H", "H", "H", "H", "H", "H", "H", "H", "H", "H", "H", "H", "H", "H", "H", "H", "H", "H", "H", "H", "H", "H", "H", "H", "H", "H", "H", "H", "H", "H"], "coordinates": [[-17.3810, -4.5900, 0.3296], [-13.8162, 1.1741, -4.9249], [-15.4160, -3.6136, 0.7989], [-15.3803, -1.9490, -0.5876], [-13.4481, -2.4788, 0.5473], [-11.6522, 0.7837, -5.5141], [-11.6190, 2.9333, -5.0661], [-10.6249, 2.2424, -7.0397], [-8.2973, 0.3342, 1.7511], [-11.0888, 0.4516, -2.0336], [-15.4246, -3.5733, -5.4197], [-13.5928, 0.8826, -2.1612], [-10.8259, 1.8598, -0.2615], [-12.0645, 2.3260, -3.9095], [-15.2848, 3.4646, -4.0334], [-15.5670, 2.1701, -3.2684], [-11.9396, -0.3224, -1.8363], [-16.7283, -3.3975, 0.4748], [-13.7861, -2.0044, -2.5777], [-13.7471, -1.4414, -8.5329], [-14.5949, -2.7200, 0.1878], [-15.1875, -2.4475, -5.7823], [-12.5678, 1.0095, -4.4446], [-13.5541, -1.0414, -7.1089], [-14.8539, -1.1160, -6.2329], [-12.9633, -1.2806, -1.4517], [-16.3066, 4.0674, -5.0140], [-16.7086, -2.6120, -0.8362], [-9.0847, 0.3898, 0.9512], [-11.2538, 2.0006, -5.9535], [-10.1228, 0.4327, -0.0487], [-14.4752, 1.4484, -2.6660], [-9.8124, 2.8832, -0.8363], [-14.5148, -0.9885, -3.4295], [-10.1815, 3.9079, -0.8793], [-13.0674, -0.0671, -7.0627], [-16.6365, -3.3071, -1.6728], [-13.9892, -2.4980, -8.6467], [-14.8521, 4.1995, -3.3546], [-12.5951, 0.2721, -3.6424], [-13.7206, -0.7741, -0.8533], [-9.4222, 2.6739, -1.8323], [-13.1861, -2.7268, -3.1311], [-16.3193, 2.2889, -2.4887], [-12.7732, -1.7129, -6.7521], [-14.4450, 3.1816, -4.6680], [-14.5229, -0.8477, -9.0163], [-12.7284, -1.3720, -8.9144], [-11.2977, 2.1747, -3.1497], [-16.7647, 3.3350, -5.6787], [-11.6707, 1.7191, -0.9357], [-12.8628, 2.9689, -3.5388], [-15.8627, 4.8724, -5.5998], [-15.1521, -0.2655, -2.9203], [-15.7181, -0.7680, -6.7987], [-17.1535, -2.8378, 1.3079], [-10.7604, -0.4036, 0.2381], [-13.7541, -0.4123, -3.9561], [-14.6846, -0.4645, -5.3756], [-15.0618, -1.4390, -4.2577], [-14.5499, -2.6511, -2.1461], [-9.7043, 0.2132, -1.0309], [-8.9465, 2.7413, -0.1896], [-17.1827, 4.4368, -4.4811], [-12.4814, -2.0458, -0.8431], [-17.5680, -1.9640, -1.0084], [-11.2920, 2.1620, 0.6764], [-16.0822, 1.4635, -3.9190]], "smiles": "O=C1OC[C@@H](F)O1.O=C1OC[C@@H](F)O1.CCCC#N.CCCC#N.CCCC#N.CCCC#N", "e_above_lowest_ev": 9.865, "charge": 0, "homo_lumo_gap_ev": 9.9, "spin_multiplicity": 1, "lumo_energy_ev": -0.12, "homo_ev": -10.053}

6.
{"formula": "C22H34N2O5", "method": "ωB97M-V/def2-TZVPD", "elements": ["O", "O", "O", "O", "O", "N", "N", "C", "C", "C", "C", "C", "C", "C", "C", "C", "C", "C", "C", "C", "C", "C", "C", "C", "C", "C", "C", "C", "C", "H", "H", "H", "H", "H", "H", "H", "H", "H", "H", "H", "H", "H", "H", "H", "H", "H", "H", "H", "H", "H", "H", "H", "H", "H", "H", "H", "H", "H", "H", "H", "H", "H", "H"], "coordinates": [[1.7070, -3.5055, 0.9398], [0.3090, 1.9095, -0.3169], [1.2697, 4.0912, -1.7234], [4.0259, 6.6232, 0.1665], [-1.6549, -3.3227, 1.3481], [1.3401, 0.4527, -1.6989], [0.8870, -1.4575, 1.4274], [1.0894, -1.9573, -1.8392], [1.8650, 5.7680, -0.1322], [1.6627, -0.8377, 0.3664], [-2.2363, -3.2450, -1.3466], [0.9031, -0.7295, -0.9662], [3.5772, 7.1607, -1.0808], [-5.3184, -3.5713, 1.6334], [0.9905, -2.7984, 1.6311], [-2.9905, -3.3960, 1.0567], [0.9705, 1.6989, -1.3166], [-1.2803, -3.4444, 2.7094], [0.2460, -3.4074, 2.8143], [-4.6561, -3.3930, -0.6569], [-3.9833, -3.5133, 2.0206], [-3.3177, -3.3365, -0.3043], [2.0763, 6.8597, -1.1847], [-1.5069, -4.5723, -1.5596], [1.4420, 2.8148, -2.2531], [-0.0774, -0.6080, 2.1032], [2.1670, 4.3796, -0.6625], [-5.6617, -3.5099, 0.2967], [2.8993, 6.1750, 0.9088], [1.7781, 6.5358, -2.1800], [-6.6989, -3.5504, -0.0076], [3.2020, 4.3289, -1.0303], [2.1374, -2.0531, -2.1365], [1.4886, 7.7407, -0.9248], [2.5111, 6.9789, 1.5457], [0.4700, -1.9000, -2.7363], [-1.7357, -2.6300, 3.2808], [-3.7384, -3.5617, 3.0714], [-0.1561, -0.5860, -0.7355], [2.4912, 2.6341, -2.5304], [0.3307, 0.3985, 2.1786], [0.8423, 2.7597, -3.1644], [-0.9886, -4.8806, -0.6516], [-0.7677, -4.4861, -2.3571], [2.5778, -1.4134, 0.2280], [2.0466, 3.6458, 0.1402], [3.2254, 5.3548, 1.5506], [3.7818, 8.2334, -1.1114], [4.1520, 6.6817, -1.8763], [-0.2725, -0.9697, 3.1094], [-4.9158, -3.3436, -1.7083], [-2.6867, -2.9161, -2.2857], [-1.5164, -2.4789, -1.0520], [0.6358, -4.4213, 2.8687], [-1.6543, -4.3869, 3.1189], [0.8354, -2.8576, -1.2847], [0.5295, -2.8969, 3.7371], [1.8986, 0.3308, -2.5273], [-1.0249, -0.5439, 1.5620], [-6.0847, -3.6629, 2.3921], [0.8520, 5.7796, 0.2717], [1.9224, 0.1667, 0.6999], [-2.2121, -5.3580, -1.8355]], "smiles": "CCc1ccccc1OCCC(=O)N(C)C[C@H](C)NC(=O)COC[C@@H]1CCOC1", "e_above_lowest_ev": 0.220, "charge": 0, "homo_lumo_gap_ev": 9.2, "spin_multiplicity": 1, "lumo_energy_ev": 0.66, "homo_ev": -8.538}